1.
The following is a quantum chemistry calculation of a gas-phase ion, C5H3N2O3 (charge -1) at a distorted geometry, from the Open Molecules 2025 dataset.

Calculated values
E_LUMO: 3.43 eV
HOMO energy: -5.03 eV
2S+1: 1
HOMO-LUMO gap: 8.45 eV
net charge: -1
structure (SMILES): N#C[C@@H](O)[C@H](C#N)C(=O)[O-]
M: 139.09 g/mol

Atoms and positions in Å:
N  2.38837  -0.88700  1.49258
C  1.71190  -0.43979  0.67696
C  0.92266  0.19892  -0.40716
O  1.15506  -0.43219  -1.64202
C  -0.57412  0.35903  -0.12478
C  -0.82117  1.49198  0.77982
N  -0.86578  2.48819  1.36072
C  -1.29230  -0.92156  0.38854
O  -2.31424  -1.23062  -0.25881
O  -0.87277  -1.52076  1.36132
H  1.33203  1.20630  -0.51357
H  0.33146  -0.83654  -1.93064
H  -1.04332  0.60423  -1.07615

=====

2.
The following is a quantum chemistry calculation of 2 unconnected molecules or ions with the total composition C3H2Br2 at a distorted geometry, from the Open Molecules 2025 dataset.

Calculated values
E_LUMO (alpha / beta): -1.04 / -3.69 eV
HOMO energy (alpha / beta): -10.59 / -8.27 eV
2S+1: 1
HOMO-LUMO gap (alpha / beta): 9.56 / 4.58 eV
M: 197.86 g/mol

Atoms and positions in Å:
C  -1.92869  1.68519  2.13355
C  -1.47229  1.35854  1.04388
C  -1.08413  0.75272  -0.13610
Br  2.24846  1.30302  -4.14866
Br  -0.14150  1.40076  -1.57516
H  -2.04733  2.04351  3.19461
H  -1.16443  -0.38694  -0.25228

=====

3.
The following is a quantum chemistry calculation of a gas-phase ion, CH4N7O (charge +1) at a distorted geometry, from the Open Molecules 2025 dataset.

Calculated values
E_LUMO (alpha / beta): -5.86 / -6.80 eV
HOMO energy (alpha / beta): -14.34 / -13.32 eV
2S+1: 1
HOMO-LUMO gap (alpha / beta): 8.48 / 6.53 eV
net charge: +1
structure (SMILES): N#[N+]N(N)/C(N)=N/N=O
M: 130.09 g/mol

Atoms and positions in Å:
C  -0.41742  0.22919  -1.32234
N  -0.85188  -2.02890  -1.63372
N  -1.17023  -1.81944  -2.73068
N  -0.44681  1.23045  -3.48829
N  -0.60836  -0.99491  -0.68388
N  -0.76177  0.36405  -2.57001
N  0.07180  1.25452  -0.61799
N  -0.04499  -1.05804  0.51334
O  -0.98199  1.33860  -4.52687
H  0.46800  1.28940  0.31509
H  0.06665  2.22264  -0.85220
H  0.91540  -1.27853  0.70839
H  -0.63981  -1.66749  1.04953

=====

4.
The following is a quantum chemistry calculation of a molecular structure, C15H31BF4HfP2 at a distorted geometry, from the Open Molecules 2025 dataset.

Calculated values
E_LUMO (alpha / beta): -8.61 / -8.61 eV
HOMO energy (alpha / beta): -12.64 / -12.65 eV
2S+1: 1
HOMO-LUMO gap (alpha / beta): 4.03 / 4.04 eV
net charge: +2
M: 538.65 g/mol

Atoms and positions in Å:
P  -0.33880  -1.93776  -1.80643
P  0.01011  1.83718  -2.00423
C  -0.65657  -0.67330  -3.09467
C  0.23796  0.57309  -3.22343
H  -1.71243  -0.38013  -3.02942
H  -0.57481  -1.22018  -4.04624
H  1.30070  0.29893  -3.25403
H  0.02895  1.08255  -4.17621
C  -1.36158  2.88968  -2.51544
H  -1.57457  3.64368  -1.75148
H  -2.25489  2.27932  -2.67928
H  -1.07257  3.37392  -3.44866
C  1.48811  2.86610  -1.76136
H  1.50908  3.69156  -2.47324
H  2.40406  2.25959  -1.78303
H  1.45352  3.35347  -0.78611
C  -1.44841  -3.30796  -2.19886
H  -1.34217  -4.01377  -1.35978
H  -1.17749  -3.78505  -3.15848
H  -2.47756  -2.91422  -2.24515
C  1.36553  -2.42715  -2.19324
H  2.07026  -1.59563  -2.35059
H  1.40926  -3.03939  -3.10505
H  1.75855  -3.03198  -1.37280
Hf  -1.02379  -2.28471  2.14057
C  0.84544  2.21798  1.02619
C  -0.43665  1.86454  1.28919
C  -1.38247  1.17428  0.33577
C  -1.77506  -0.37172  0.36349
C  -0.61957  -1.34413  -0.08842
C  0.72647  -1.14289  0.57314
C  1.53273  -0.03928  0.01482
C  1.93110  1.16703  0.91796
C  0.46798  -1.14512  3.34251
H  1.15081  3.28307  1.13441
H  -0.87345  2.04171  2.29844
H  -0.89240  1.20889  -0.70756
H  -2.33045  1.76862  0.31836
H  -2.41447  -0.66454  1.28607
H  -2.53156  -0.43042  -0.44909
H  -0.99557  -2.45818  0.20628
H  1.26307  -2.08591  0.82809
H  1.00440  0.35629  -0.89727
H  2.46448  -0.46937  -0.40455
H  2.24830  0.77952  1.89868
H  2.81038  1.63485  0.46022
H  0.90028  -0.15385  3.15070
H  1.33012  -1.83935  3.17384
H  0.33296  -1.16587  4.45512
F  -2.02544  -3.07389  3.52153
B  -0.18875  0.33761  7.40856
F  -0.14023  -1.00907  7.28428
F  -0.19184  1.11432  6.30137
F  -0.23106  0.90706  8.63452

=====

> Which formula does entry 1 have?

C5H3N2O3

=====

Repeat the second record exactly.
The following is a quantum chemistry calculation of 2 unconnected molecules or ions with the total composition C3H2Br2 at a distorted geometry, from the Open Molecules 2025 dataset.

Calculated values
E_LUMO (alpha / beta): -1.04 / -3.69 eV
HOMO energy (alpha / beta): -10.59 / -8.27 eV
2S+1: 1
HOMO-LUMO gap (alpha / beta): 9.56 / 4.58 eV
M: 197.86 g/mol

Atoms and positions in Å:
C  -1.92869  1.68519  2.13355
C  -1.47229  1.35854  1.04388
C  -1.08413  0.75272  -0.13610
Br  2.24846  1.30302  -4.14866
Br  -0.14150  1.40076  -1.57516
H  -2.04733  2.04351  3.19461
H  -1.16443  -0.38694  -0.25228

=====

> The lowest M belongs to which entry?

CH4N7O